*a*
Formula: C2H5BO2
Source: the OMol25 dataset
Level of theory: wB97M-V/def2-TZVPD

Structure (XYZ):
```
10
Properties=species:S:1:pos:R:3:mulliken_charge:R:1
B 1.605 0.391 -1.238 0.198
C -1.272 0.256 0.149 -0.320
C 0.366 -0.502 0.735 -0.351
O -1.784 -0.395 -0.750 -0.613
O 1.076 -0.142 -0.286 0.071
H 2.050 0.803 -2.291 0.095
H -1.783 0.128 1.156 0.235
H -1.070 1.399 -0.130 0.209
H 0.755 -0.294 1.820 0.270
H 0.057 -1.644 0.835 0.207
```

Summary:
LUMO level in eV: -0.5
Spin multiplicity: 1
Charge: 0
Frontier orbital gap in eV: 6.859

---

*b*
Formula: C2H5BO2
Source: the OMol25 dataset
Level of theory: wB97M-V/def2-TZVPD

Structure (XYZ):
```
10
Properties=species:S:1:pos:R:3:mulliken_charge:R:1
B 0.735 0.985 -0.940 0.602
C 0.020 -1.052 0.066 -0.163
C -0.594 0.221 0.751 -0.342
O 0.764 -0.485 -1.091 -0.496
O -0.089 1.335 0.084 -0.482
H 1.071 1.780 -1.632 -0.082
H 0.895 -1.719 0.402 0.268
H -0.944 -1.560 -0.263 0.170
H -1.620 0.194 0.807 0.328
H -0.239 0.300 1.814 0.198
```

Summary:
SMILES: B1OCCO1
LUMO level in eV: 0.8
Spin multiplicity: 1
Charge: 0
Frontier orbital gap in eV: 10.976

---

*c*
Formula: C2H5BO2
Source: the OMol25 dataset
Level of theory: wB97M-V/def2-TZVPD

Structure (XYZ):
```
10
Properties=species:S:1:pos:R:3:mulliken_charge:R:1
B 0.776 -0.117 0.044 0.606
C -1.884 0.210 -0.409 -0.560
C -0.771 0.362 0.322 -0.123
O 1.620 0.905 -0.435 -0.499
O 1.196 -1.480 0.256 -0.543
H -2.905 0.571 -0.189 0.236
H -1.786 -0.303 -1.296 0.224
H -0.801 0.866 1.455 0.107
H 2.470 0.694 -0.066 0.276
H 2.085 -1.710 0.319 0.276
```

Summary:
SMILES: C=CB(O)O
LUMO level in eV: 0.3
Spin multiplicity: 1
Charge: 0
Frontier orbital gap in eV: 10.256

---

Stability summary: most stable *c*, least stable *a*.

---

*a*
Formula: C6H15NS
Source: the OMol25 dataset
Level of theory: wB97M-V/def2-TZVPD

Structure (XYZ):
```
23
Properties=species:S:1:pos:R:3:mulliken_charge:R:1
C -1.117 -0.247 1.882 -0.756
C 0.348 -0.508 2.246 -0.105
S 0.690 -0.480 3.865 -0.274
C -1.376 -0.428 0.358 -0.828
N -0.697 0.659 -0.383 -0.251
C -0.296 1.059 -2.806 -1.313
C 0.006 0.161 -1.495 0.615
C 1.449 -0.040 -1.314 -1.529
H -1.773 -1.027 2.451 0.350
H -1.453 0.833 2.105 0.308
H 0.974 0.206 1.569 0.095
H 0.805 -1.368 1.698 0.246
H 1.812 -1.074 3.996 0.098
H -1.140 -1.422 0.193 0.461
H -2.469 -0.380 0.190 0.235
H -0.297 1.474 0.127 0.317
H -0.513 0.374 -3.620 0.306
H -0.983 1.829 -2.696 0.449
H 0.693 1.492 -3.219 0.260
H -0.515 -0.903 -1.665 0.205
H 1.805 -0.685 -0.483 0.292
H 2.001 0.778 -0.832 0.385
H 2.045 -0.303 -2.169 0.435
```

Summary:
SMILES: CC(C)NCCCS
LUMO level in eV: 0.8
Spin multiplicity: 1
Charge: 0
Frontier orbital gap in eV: 9.127

---

*b*
Formula: C6H15NS
Source: the OMol25 dataset
Level of theory: wB97M-V/def2-TZVPD

Structure (XYZ):
```
23
Properties=species:S:1:pos:R:3:mulliken_charge:R:1
C 0.155 1.384 0.266 -0.829
C -1.239 1.677 -0.374 -0.430
C -1.067 1.953 -1.885 -0.617
S -0.370 3.576 -2.208 -0.200
C 0.743 -0.007 -0.123 -0.523
N 0.384 -0.993 0.888 -0.275
C 1.133 -2.227 0.775 -0.319
C 0.629 -3.234 1.798 -1.195
H 0.923 2.152 0.145 0.396
H 0.004 1.367 1.377 0.321
H -1.605 2.576 0.155 0.300
H -2.037 0.936 -0.206 0.304
H -0.507 1.024 -2.321 0.247
H -1.969 1.924 -2.555 0.332
H -1.600 4.211 -2.199 0.130
H 0.350 -0.198 -1.180 0.181
H 1.812 0.154 -0.323 0.381
H -0.614 -1.125 0.934 0.239
H 2.187 -1.986 1.041 0.257
H 1.244 -2.633 -0.238 0.312
H 0.362 -2.738 2.766 0.300
H 1.384 -3.984 1.925 0.393
H -0.303 -3.809 1.540 0.295
```

Summary:
SMILES: CCNCCCCS
LUMO level in eV: 0.9
Spin multiplicity: 1
Charge: 0
Frontier orbital gap in eV: 9.642

---

Stability summary: most stable *b*, least stable *a*.

---

*a*
Formula: C10H10O
Source: the OMol25 dataset
Level of theory: wB97M-V/def2-TZVPD

Structure (XYZ):
```
21
Properties=species:S:1:pos:R:3:mulliken_charge:R:1
C 0.613 2.122 2.151 -0.570
C 1.234 2.135 0.845 -0.264
C -0.346 1.159 2.374 -0.411
C 0.913 1.219 -0.115 -0.450
C -0.655 0.229 1.424 -0.484
C -0.024 0.182 0.226 0.880
C -1.594 -1.724 -0.460 -0.803
C -2.163 -0.705 -0.982 -0.172
C -0.617 -0.621 -0.863 0.422
C 1.089 -1.650 -2.173 -0.754
O 0.084 -0.670 -2.070 -0.496
H 0.936 2.648 3.056 0.333
H 2.029 2.852 0.554 0.311
H -0.866 1.060 3.319 0.352
H 1.426 1.094 -1.150 0.231
H -1.303 -0.613 1.763 0.230
H -1.673 -2.768 -0.314 0.417
H -3.143 -0.193 -1.121 0.342
H 1.633 -1.528 -3.088 0.256
H 0.717 -2.632 -2.165 0.326
H 1.712 -1.595 -1.210 0.302
```

Summary:
SMILES: COC1(c2ccccc2)C=C1
LUMO level in eV: 1.0
Spin multiplicity: 1
Charge: 0
Frontier orbital gap in eV: 9.448

---

*b*
Formula: C10H10O
Source: the OMol25 dataset
Level of theory: wB97M-V/def2-TZVPD

Structure (XYZ):
```
21
Properties=species:S:1:pos:R:3:mulliken_charge:R:1
C 1.480 -1.581 -1.942 -0.360
C 0.703 -0.556 -2.609 -0.820
C 1.530 -1.677 -0.564 -0.907
C -0.139 0.102 -1.845 -0.478
C 0.965 -0.978 1.624 -0.573
C 0.823 -0.794 0.294 0.792
C -0.109 0.142 -0.405 1.151
C -0.756 1.138 0.123 0.115
C 0.035 -0.347 2.762 -0.476
C -1.257 2.497 0.071 -1.168
O -0.616 0.749 2.322 -0.659
H 2.115 -2.275 -2.489 0.347
H 0.670 -0.530 -3.622 0.465
H 2.181 -2.425 -0.164 0.320
H -0.909 0.846 -2.204 0.324
H 1.747 -1.652 1.899 0.348
H -0.739 -1.161 3.152 0.209
H 0.702 -0.321 3.641 0.325
H -2.330 2.712 0.303 0.265
H -0.898 3.014 -0.843 0.398
H -0.676 2.922 0.820 0.382
```

Summary:
LUMO level in eV: -0.4
Spin multiplicity: 1
Charge: 0
Frontier orbital gap in eV: 7.166

---

Stability summary: most stable *a*, least stable *b*.